[1]
44
Properties=species:S:1:pos:R:3 method="wB97M-V/def2-TZVPD" lumo_energy_ha="-0.154 / -0.154" orbital_gap_ev="5.341 / 5.344" energy_ev=-41439.54171 charge=+1
Ir -0.19148 -0.17707 -0.07960
N -0.50368 -3.85397 -0.28570
C -1.39718 -3.05527 -0.97230
N -2.29128 -3.65427 -1.73440
C -3.10698 -2.83997 -2.37530
N -4.08448 -3.41527 -3.16400
N -3.09068 -1.51977 -2.29790
C -2.14128 -0.97137 -1.52320
N -1.26628 -1.74947 -0.84000
C -2.18598 0.59623 -1.50740
C -3.22048 1.22533 -2.22660
C -3.33128 2.61843 -2.27500
C -2.40808 3.40093 -1.60360
C -1.40658 2.75783 -0.90850
N -1.27728 1.41443 -0.84780
H -0.38658 -4.73697 -0.76230
H 0.33372 -3.32717 -0.07560
H -4.26668 -4.35947 -2.85100
H -4.87998 -2.79867 -3.24780
H -3.95908 0.63803 -2.76650
H -4.13718 3.08073 -2.83840
H -2.46648 4.48293 -1.62210
H -0.65298 3.31813 -0.36240
O -0.19148 -0.17707 1.71900
C 1.55842 3.13603 1.04560
C 2.90442 2.56263 0.63920
N 3.10452 1.23073 1.19450
C 2.75142 0.04113 0.63010
S 2.08872 -0.17707 -0.88620
N 2.97602 -1.07237 1.38060
C 3.50542 -1.19857 2.72750
C 2.44062 -0.93667 3.77730
H 1.43852 4.14773 0.64630
H 1.47022 3.18553 2.13630
H 0.73312 2.52053 0.67430
H 3.70892 3.19293 1.03210
H 2.99922 2.54073 -0.45010
H 3.41982 1.20843 2.15070
H 2.67672 -1.92807 0.92570
H 4.35012 -0.51447 2.85370
H 3.88392 -2.22097 2.82780
H 2.04282 0.08013 3.70010
H 2.85592 -1.06557 4.78140
H 1.60102 -1.63017 3.66150

[2]
39
Properties=species:S:1:pos:R:3 method="wB97M-V/def2-TZVPD" lumo_energy_ha=0.018 orbital_gap_ev=8.788 energy_ev=-33764.48731 smiles="CCOC(=O)Cc1csc(NC(=O)C(C)(C)CC)n1"
C -6.65406 -1.03900 -0.18845
C -5.35102 -1.62790 -0.70888
H -5.41061 -2.71547 -0.78209
H -5.10447 -1.19938 -1.68568
O -4.26867 -1.37674 0.19164
C -3.65944 -0.19548 0.10159
O -3.94225 0.65707 -0.69739
C -2.57218 -0.07873 1.15547
C -1.39929 0.69472 0.64959
C -1.42884 1.95666 0.14721
S 0.14598 2.45147 -0.35185
C 0.73403 0.86463 0.18054
N -0.17416 0.10225 0.65614
N 2.06540 0.58650 0.04954
C 2.68959 -0.58934 0.42827
O 2.10190 -1.50715 0.93160
C 4.19973 -0.57311 0.16208
C 4.75935 -1.94539 0.54269
H 4.26204 -2.73123 -0.01738
H 4.58760 -2.13591 1.59858
H 5.82775 -1.98693 0.34544
C 4.83990 0.49085 1.06559
H 4.59369 0.29753 2.10721
H 5.92211 0.45938 0.95810
H 4.50514 1.49578 0.81583
C 4.50156 -0.25416 -1.31484
C 3.72405 -1.11731 -2.30307
H 3.99475 -2.16433 -2.20269
H 2.65204 -1.02688 -2.14249
H 3.94592 -0.80694 -3.32181
H 5.57216 -0.39722 -1.47917
H 4.28958 0.79893 -1.52100
H 2.62159 1.31424 -0.37415
H -2.26919 2.60620 0.02260
H -2.24469 -1.07211 1.45816
H -3.01618 0.42646 2.01817
H -7.46625 -1.30122 -0.86024
H -6.87301 -1.42744 0.80327
H -6.57712 0.04427 -0.13579

[3]
39
Properties=species:S:1:pos:R:3 method="wB97M-V/def2-TZVPD" lumo_energy_ha=0.024 orbital_gap_ev=9.010 energy_ev=-33764.74363 smiles="CCOC(=O)Cc1csc(NC(=O)C(C)(C)CC)n1"
C 5.57313 -4.52875 0.47149
C 4.74934 -3.53865 -0.33307
H 5.04492 -2.50863 -0.10480
H 4.85854 -3.70646 -1.40962
O 3.37009 -3.68593 0.01633
C 2.46105 -3.54669 -0.95018
O 2.71975 -3.33184 -2.10301
C 1.06131 -3.66771 -0.37605
C 0.69664 -2.34688 0.23184
C 1.22266 -1.81268 1.36645
S 0.55397 -0.25204 1.68951
C -0.38981 -0.45076 0.24061
N -0.21784 -1.55857 -0.39721
N -1.25925 0.52344 -0.17426
C -1.42608 1.68588 0.52445
O -0.79908 1.88009 1.54430
C -2.43031 2.67199 -0.07249
C -3.80025 1.98970 -0.16456
H -4.52889 2.67704 -0.58575
H -4.14012 1.68750 0.82365
H -3.77045 1.10858 -0.80181
C -1.94244 3.08633 -1.46583
H -2.65786 3.76452 -1.92309
H -0.98151 3.59120 -1.39546
H -1.83069 2.22815 -2.12496
C -2.48036 3.88294 0.87810
C -3.41351 5.01187 0.45977
H -3.12189 5.43602 -0.49729
H -4.44452 4.67442 0.39423
H -3.36938 5.80450 1.20282
H -1.46661 4.27615 0.97436
H -2.77600 3.52294 1.86539
H -1.76029 0.33246 -1.02927
H 1.95400 -2.24752 2.01549
H 1.05301 -4.44898 0.38353
H 0.36186 -3.89222 -1.17902
H 6.62619 -4.39988 0.23890
H 5.42130 -4.36418 1.53489
H 5.27939 -5.54735 0.23161

[4]
40
Properties=species:S:1:pos:R:3 method="wB97M-V/def2-TZVPD" lumo_energy_ha=0.020 orbital_gap_ev=8.961 energy_ev=-35808.66900 smiles="CO[C@@H]1C[C@H](OC)[C@@H]2C[C@@H]3C(=O)NC(=S)N[C@@H]3O[C@H]2C1"
O 4.71220 -1.00518 -0.87725
S 3.31753 -3.06954 3.05954
O -3.36328 1.45730 1.11211
O -0.72365 -1.34098 -1.83473
O 1.40325 1.21556 1.45312
C 4.01439 -0.82303 0.10713
C 3.11135 -1.86512 1.90405
N 4.03803 -1.78770 0.99191
N 2.14673 -0.96169 1.96098
C -4.63460 1.71669 0.49588
C -1.55264 -1.65518 -2.96064
C 2.46579 0.36199 1.40734
C -2.10849 0.16336 -0.58430
C -0.93501 1.53722 1.14983
C 1.70006 -0.48517 -0.82164
C -2.20648 1.45549 0.26096
C -0.79401 0.02853 -1.35683
C 0.22251 0.57458 0.88144
C 2.84041 0.14052 -0.00859
C 0.41152 0.39374 -0.62120
H 4.86622 -2.38369 0.93479
H 1.51484 -1.07521 2.69891
H -4.70312 1.42378 -0.61514
H -4.87431 2.84106 0.65377
H -5.42013 1.20250 1.07083
H -1.58255 -0.88127 -3.73429
H -2.62654 -1.98787 -2.58347
H -1.11462 -2.55624 -3.36829
H 3.30186 0.79903 1.94526
H -3.02248 -0.00013 -1.22606
H -2.37215 -0.56816 0.16541
H -1.30741 1.38017 2.16037
H -0.58103 2.60274 1.23213
H 1.99778 -0.53485 -1.85980
H 1.40669 -1.52114 -0.45822
H -2.24188 2.25846 -0.45961
H -0.95756 0.81730 -2.19787
H -0.14451 -0.35203 1.32985
H 3.21150 1.12943 -0.35285
H 0.58378 1.35475 -1.05486

[5]
34
Properties=species:S:1:pos:R:3 method="wB97M-V/def2-TZVPD" lumo_energy_ha=0.031 orbital_gap_ev=9.281 energy_ev=-21681.75623 smiles=C[C@@H]1Cc2ccccc2[C@H]1[Si](C)(C)C
C 1.55954 0.74887 3.80975
C 1.86879 -0.48884 3.30512
C 0.85028 1.75228 3.17184
C 1.42228 -0.76268 2.03483
C 0.56758 1.52500 1.82984
C 0.74878 0.22848 1.35716
C -0.06413 2.49286 0.80844
C 0.48263 0.18970 -0.13308
C -0.19822 1.74844 -0.49118
C 0.50338 2.16353 -1.74815
C -2.41896 -0.78326 -0.81156
C -0.03534 -2.74503 -0.10324
C -0.35944 -1.82745 -2.78296
Si -0.54740 -1.13519 -1.01373
H 1.98139 0.86869 4.86088
H 2.20480 -1.28784 3.92673
H 0.87974 2.77758 3.56838
H 1.40858 -1.73768 1.63671
H -1.00027 2.82566 1.28923
H 0.70473 3.31263 0.98700
H 1.57068 0.07431 -0.53880
H -1.17511 1.58273 -0.71880
H 1.43421 2.69373 -1.47344
H -0.06343 2.96429 -2.25923
H 0.77154 1.18198 -2.23229
H -2.60202 0.08109 -1.44256
H -2.87010 -1.68954 -1.35878
H -2.79829 -0.51788 0.13721
H -0.42042 -2.75823 0.90229
H -0.50570 -3.60924 -0.55549
H 1.04397 -2.99795 -0.26199
H -0.76045 -1.15197 -3.62584
H 0.60051 -2.25657 -3.11332
H -1.17871 -2.66713 -2.91454

[6]
43
Properties=species:S:1:pos:R:3 method="wB97M-V/def2-TZVPD" lumo_energy_ha="-0.224 / -0.388" orbital_gap_ev="8.325 / 5.955" energy_ev=-28303.27907 multiplicity=6 charge=+2
H 1.82336 3.62285 0.22452
N 0.97036 1.86477 -0.64286
B -0.20794 0.27956 -2.38519
N 0.09165 1.63912 -1.70560
C -0.09318 2.82269 -2.34367
Ir 1.89262 0.63334 0.52808
H -0.67347 2.85623 -3.25538
C 0.59577 3.81660 -1.66160
H 0.66037 4.84995 -1.94089
C 1.20956 3.21659 -0.56789
H 0.10031 0.46177 -3.56261
C -2.75465 -2.91096 2.93064
H -1.99203 -3.21691 3.65293
H -2.25652 -2.56966 2.01781
H -3.38216 -3.77255 2.68685
N -1.71193 -0.15917 -2.51715
N 0.77225 -0.80790 -1.88130
N -2.58309 -0.38082 -1.45930
N 1.69061 -0.71489 -0.82962
C -2.36555 -0.36155 -3.70044
C 1.17439 -1.81707 -2.69066
H -1.83989 -0.23666 -4.63794
H 0.63823 -2.00570 -3.61442
C -3.68756 -0.70852 -3.42291
C 2.30267 -2.41271 -2.15084
C -3.77296 -0.70506 -2.00558
C 2.58404 -1.75389 -0.95512
H -4.46850 -0.92249 -4.12484
H 2.86696 -3.21279 -2.58741
H -4.65545 -0.91873 -1.41058
H 3.35694 -1.90861 -0.21840
H -3.33140 -2.15330 3.32424
C 2.50399 0.65273 4.59998
C 1.75965 0.36107 3.29488
C 0.37010 0.97558 3.20585
O 2.62152 0.79685 2.23659
H 2.68546 1.72694 4.72277
H 3.46215 0.12680 4.58814
H 1.93414 0.29799 5.46291
H 1.67591 -0.73809 3.22494
H 0.40071 2.04368 3.44760
H -0.07154 0.86415 2.20707
H -0.29589 0.47880 3.91640